# 1
Formula: C29H38EuN6OPS4
Source: OMol25
Level of theory: ωB97M-V with the def2-TZVPD basis set

```
80
Properties=species:S:1:pos:R:3:forces:R:3:lowdin_spin:R:1
Eu -1.629932 1.338980 0.654224 1.6127 -0.6290 -0.5859 6.13
S -3.945015 1.609357 -0.590486 -0.3831 -0.6800 0.2893 -0.02
C -4.070874 -0.081764 0.074122 0.4340 0.4446 0.1068 0.00
C -5.243318 -0.490657 0.744949 0.5711 0.2404 -0.3267 0.00
C -5.395694 -1.767508 1.187791 -0.7601 -1.3385 0.7085 0.00
C -4.367686 -2.741308 1.080304 -0.6524 -0.3605 0.1620 0.00
C -3.183893 -2.337004 0.544185 -0.1900 -0.2822 -0.3581 0.00
C -3.045472 -1.041024 0.017342 1.5540 -0.0459 -0.7553 0.00
S -1.402601 -0.892112 -0.731207 -0.8625 1.0528 0.3234 -0.05
C 2.212364 -2.428804 2.992733 1.1069 0.3011 3.4032 0.04
C 2.528328 -2.791571 1.729309 -4.1069 1.0525 -1.4744 0.02
C 1.354140 -3.013940 0.812983 1.6705 0.2971 -2.7738 0.31
C 1.717506 -3.297317 -0.566573 -1.2723 0.1271 2.3288 -0.02
C 3.065145 -3.584356 -0.782753 -4.7416 -0.4204 -3.4033 0.20
C 4.009868 -3.284742 0.120343 1.5275 0.6518 2.5713 0.04
C 5.226452 -3.791919 -0.169573 0.8290 -0.4766 -2.4196 0.35
S 0.753082 2.945621 0.405003 -0.0748 -0.4459 0.1971 -0.01
C 1.595698 3.110855 2.194941 1.0712 -1.0364 -1.9608 0.00
C 2.940097 3.698051 2.290449 -2.6883 -1.2729 -3.7442 0.00
C 3.217335 4.338348 3.440345 -2.1612 -0.6675 0.7918 0.00
C 2.056225 4.366980 4.238486 2.4738 3.8625 5.1274 0.00
C 0.853214 3.779535 4.348070 0.4052 -1.1215 -2.4963 0.00
C 0.745778 2.889460 3.272595 -1.5756 -0.7424 -0.7839 0.00
S -0.362520 1.502517 3.282454 -0.3120 0.3384 0.0753 -0.01
N 3.706458 -2.614620 1.278657 3.6014 -1.0500 -0.9291 0.00
H -6.029565 0.218350 0.883794 -0.4207 0.3609 -0.0345 0.00
H -6.370790 -2.029025 1.633826 0.6178 -0.0053 -0.1837 0.00
H -4.494057 -3.810034 1.350169 -0.1486 0.9461 0.0402 0.00
H -2.336916 -3.002754 0.347768 -0.4459 0.0911 0.4298 0.00
H 1.290941 -2.538694 3.419912 -3.4576 -0.1668 -0.0803 0.00
H 2.742476 -2.920312 3.789600 1.7177 0.2097 0.2924 0.00
H 0.397954 -2.589421 1.127725 0.1504 -0.5688 -0.1685 0.02
H 1.015824 -3.384708 -1.439233 0.4539 0.1772 1.2396 -0.01
H 3.196204 -3.937907 -1.805623 0.9558 -0.1343 0.3504 0.01
H 5.189376 -4.251535 -1.172190 0.7175 -0.0067 0.5738 0.02
H 6.175376 -3.509418 0.185702 0.8292 0.1743 0.9775 0.03
H 3.466205 3.707525 1.302193 -0.0045 -0.0833 1.2964 0.00
H 4.130638 4.772762 3.763322 0.4851 0.4119 -0.0012 0.00
H 2.151745 4.983545 5.157217 0.6385 0.1507 -0.4559 0.00
H 0.145246 4.007575 5.129566 -0.0108 -0.3655 -0.0054 0.00
N 1.420034 -0.166447 5.325609 -3.5418 4.0603 -0.4149 0.00
C 2.037230 1.231858 5.842379 -0.9524 -2.3638 0.3690 0.00
C 2.101920 1.328914 7.348073 -0.1222 -3.1903 2.5387 0.00
N 0.883461 0.798637 8.133333 -1.0527 0.0534 -10.6282 0.00
C 0.367378 -0.462190 7.663359 -0.2396 -0.4181 -2.8198 0.00
C 0.105482 -0.487378 6.117764 0.9028 -0.1279 0.3331 0.00
H 2.111066 -0.867637 5.292387 0.8953 -1.4026 -0.7722 0.00
H 1.004399 0.278544 4.313954 1.0886 -1.8846 1.6528 0.00
H 1.385439 1.931690 5.407049 -0.6222 0.7868 -0.3198 0.00
H 3.003115 1.262769 5.356906 0.2313 0.2093 0.0839 0.00
H 2.302784 2.272495 7.832984 0.1703 0.5875 -0.7245 0.00
H 2.918799 0.626590 7.679278 -0.1403 0.7439 -0.4026 0.00
H 0.996885 0.817198 9.003337 1.5189 0.3866 8.9140 0.00
H -0.676089 -0.668504 7.849640 -0.2941 0.1939 1.6550 0.00
H 0.940224 -1.419873 7.808444 -0.0335 0.8973 0.5202 0.00
H -0.646449 0.188599 5.703659 0.4558 0.7427 0.5412 0.00
H -0.474388 -1.445766 6.000812 1.7673 0.2064 -0.8535 0.00
O 0.264641 1.560581 -0.465819 0.8130 1.5316 1.9286 -0.03
C -2.322669 -0.897872 -7.538791 -2.0322 -2.6925 1.0509 0.00
N -2.908267 0.165610 -8.299441 1.9800 0.5871 -1.5017 0.00
C -1.816415 0.551133 -9.267458 -0.0458 0.9067 1.4739 0.00
N -0.494340 0.932292 -8.653960 -1.5178 0.0339 0.6749 0.00
C -0.103243 -0.193346 -7.835552 2.2726 -0.5382 -0.3925 0.00
N -1.028206 -0.736342 -6.898644 -1.9603 1.3045 0.7376 0.00
C -1.164275 0.293047 -5.880923 0.6974 1.8229 0.5806 0.00
P -1.915879 1.986800 -6.399988 1.1152 -0.6099 -1.0202 0.00
C -3.315106 1.302849 -7.490384 0.6520 0.9148 0.5852 0.00
C -0.653117 2.159034 -7.813136 -0.3914 0.0401 -0.5881 0.00
H -2.231486 -1.798458 -8.182995 -0.1475 0.5272 0.0534 0.00
H -3.122702 -1.151005 -6.774958 1.1903 -0.0350 -0.4001 0.00
H -2.190291 1.477398 -9.677162 0.0169 -0.0773 -1.2005 0.00
H -1.621674 -0.319026 -9.902217 -0.2661 0.4727 -0.3023 0.00
H 0.780270 0.082930 -7.237075 -0.0422 -0.0270 -0.4726 0.00
H 0.208144 -0.996628 -8.491478 0.0391 -0.2770 -0.4331 0.00
H -0.116360 0.499670 -5.586018 -0.6981 0.2266 0.4494 0.00
H -1.739044 0.116632 -4.991562 -0.1897 -1.2244 0.3809 0.00
H -3.642799 2.190948 -8.138739 -0.0532 -1.4694 0.9011 0.00
H -4.049252 0.949763 -6.739620 -0.2008 0.4357 -0.7381 0.00
H 0.314279 2.516004 -7.443777 0.0095 -0.5253 0.2286 0.00
H -0.918811 2.951475 -8.511750 -0.4265 0.2019 -0.0127 0.00
```
Positions in Å, forces in eV/Å.

multiplicity	8
net charge	-1
⟨S²⟩	15.8513
electronic energy	-4175.7145	a.u.
frontier orbital gap (alpha / beta)	4.43 / 4.48	eV
HOMO level (alpha / beta)	-2.9 / -2.6	eV

---

# 2
Formula: C29H38N3OPSc
Source: OMol25
Level of theory: ωB97M-V with the def2-TZVPD basis set

```
73
Properties=species:S:1:pos:R:3:forces:R:3:mulliken_charge:R:1
Sc -0.331862 -0.631427 -0.701439 1.0167 0.3784 0.4369 0.21
C 2.885999 -3.827689 -1.189455 -0.8956 0.8621 0.0499 -0.88
C 1.894607 -2.851421 -1.462539 1.2374 0.0159 1.5766 -0.42
N 1.195539 -2.255528 -0.468553 0.0629 -1.1010 -1.6662 0.35
C 1.292198 -2.821077 0.754457 0.0667 0.3599 1.3224 0.55
C 2.188259 -3.833473 1.129364 0.2392 1.1802 -0.9897 0.58
C 3.063891 -4.244830 0.106830 -0.0077 -1.4269 -0.6214 -0.65
C 2.245407 -4.272803 2.477767 -1.1744 0.2921 -0.1926 -1.02
C 1.399071 -3.831604 3.421268 -0.9651 -0.0046 0.9747 -0.90
C 0.404276 -2.842148 3.100002 0.6803 0.7581 -1.6545 0.66
C -0.589633 -2.377635 3.951499 -1.2246 2.0608 0.4401 -0.75
C -1.412824 -1.265363 3.558550 0.6948 -1.9941 0.0988 -1.16
C -1.274204 -0.773143 2.280843 -0.4161 -0.6073 -0.6493 -0.57
N -0.443975 -1.323623 1.389909 0.7155 0.4813 -0.1578 0.53
C 0.437717 -2.275117 1.771284 -0.9323 -0.5314 1.1675 0.52
H 3.524969 -4.237355 -1.960254 -0.2176 0.1572 -0.1764 0.46
H 1.817552 -2.455301 -2.441364 -0.3316 0.3658 -0.8835 0.58
H 3.797315 -5.053447 0.193212 -0.1051 0.4512 0.7268 0.42
H 2.837631 -5.099415 2.656987 1.5214 -1.3631 0.6191 0.47
H 1.356006 -4.237606 4.448721 0.3304 0.1204 -0.7661 0.44
H -0.726503 -2.773527 4.962484 0.1272 -0.0793 -0.4198 0.46
H -2.276399 -0.940528 4.115401 0.2752 0.1488 0.5606 0.51
H -1.965234 -0.044804 1.860486 0.2034 0.1455 0.3386 0.72
C 1.325291 1.800381 2.408513 -0.6601 1.3927 0.6442 -1.73
C 1.960514 1.981052 0.984117 1.1923 -0.6458 0.3924 1.83
C 2.885543 0.732274 0.869206 -0.2018 -1.7122 -0.9639 -1.48
C 2.855834 3.245545 0.892132 -2.5544 0.1267 1.1419 -1.70
P 0.572195 1.849877 -0.314574 -0.3665 -0.8735 0.9952 1.61
C 1.096987 1.329909 -1.951202 0.4261 0.5267 -0.8391 0.48
C 2.440903 1.245893 -2.359920 -1.7382 -0.9074 -1.2197 -1.07
C 2.676620 0.677714 -3.611327 2.7544 0.9464 0.2636 -0.72
C 1.740607 0.268241 -4.522825 0.1831 -0.7722 -1.2100 -0.86
C 0.423282 0.458472 -4.184041 -0.9337 0.0763 0.9889 -0.80
C 0.092858 1.011059 -2.911268 -0.1710 -1.2173 -0.0056 0.24
C -0.701912 3.211756 -0.509339 0.8698 0.2981 0.3502 1.77
C -0.240220 4.208130 -1.547725 2.7521 0.7040 0.5081 -1.61
C -0.874146 3.865518 0.900040 -0.8023 -1.2756 -0.1443 -1.27
C -1.986736 2.554199 -0.967023 -2.3842 1.0234 0.8557 -1.87
H 2.110106 1.710623 3.168634 0.2227 -0.3712 -0.4478 0.52
H 0.642615 0.929295 2.509814 0.5190 0.5369 -0.2753 0.20
H 0.796669 2.710363 2.815494 0.2936 -0.8438 -0.8372 0.47
H 3.708862 0.618487 1.552664 0.3062 1.1754 0.8698 0.62
H 3.407688 0.459205 -0.063504 -0.5735 0.7251 -0.0977 0.35
H 2.374319 -0.200096 1.136254 -0.6224 0.0681 -0.1507 0.11
H 3.471287 3.291826 0.061609 1.0029 -0.1903 -2.0174 0.38
H 3.534872 3.231853 1.724095 0.0566 0.2544 0.6957 0.50
H 2.204844 4.140891 0.875445 0.6056 -0.2292 0.3452 0.32
H 3.225443 1.627157 -1.765802 0.7238 0.1807 0.4565 0.67
H 3.725611 0.668913 -3.944968 -0.4332 -0.2015 0.2617 0.45
H 2.094673 -0.192677 -5.499948 -0.7747 0.7464 1.3632 0.41
H -0.363930 0.144775 -4.855167 -0.1308 0.2283 -0.0490 0.52
H -0.978681 1.157910 -2.654486 0.8541 -0.1174 -0.3333 -0.23
H 0.775454 4.583567 -1.165468 -1.4191 0.0528 -0.5896 0.38
H -0.899604 5.062113 -1.706380 -0.0987 -0.1633 0.1477 0.44
H 0.036889 3.755387 -2.502085 -0.4932 -0.0406 -0.0785 0.33
H -0.172699 4.649294 1.220987 -0.0910 -0.3323 -0.5477 0.25
H -0.829585 3.028911 1.654835 -0.5581 1.0972 -0.4894 0.24
H -1.896467 4.269096 0.790948 0.5050 0.1367 0.8591 0.50
H -2.086286 2.482338 -2.052422 0.1084 -0.1852 0.2371 0.39
H -2.872787 3.212949 -0.657243 1.2019 -0.5563 -0.5049 0.55
H -2.237650 1.626092 -0.440482 0.2151 -0.1398 -0.2816 0.44
C -5.736763 -1.748440 -1.330809 -0.7290 0.7582 1.8934 -0.98
N -4.433754 -1.437288 -0.732380 1.3138 -0.8393 -0.4835 0.07
C -4.475387 -1.274676 0.737526 -0.5512 2.1530 -0.6209 -0.71
C -3.341936 -1.286202 -1.453276 -1.9940 -0.2369 1.9937 0.20
O -2.242024 -0.925275 -0.882120 -0.5090 -0.3554 -1.1437 -0.83
H -6.254433 -2.509418 -0.685992 0.3933 0.9634 -0.5625 0.35
H -5.654483 -2.176586 -2.284320 0.2119 -0.2155 -1.4948 0.38
H -6.225918 -0.744111 -1.309293 -0.3885 -1.1707 -0.3338 0.40
H -3.809703 -1.982931 1.226688 -0.2813 -0.0910 0.0566 0.26
H -5.580459 -1.348227 1.001401 1.7978 0.0420 0.1426 0.47
H -4.094478 -0.206950 0.883579 -0.6574 -1.4078 0.4113 0.21
H -3.509708 -1.499294 -2.504069 0.7068 0.2090 -0.2863 0.44
```
Positions in Å, forces in eV/Å.

net charge	+3
electronic energy	-2468.6012	a.u.
frontier orbital gap	7.78	eV
HOMO level	-17.2	eV

---

# 3
Formula: C29H38N4O2P2Ti
Source: OMol25
Level of theory: ωB97M-V with the def2-TZVPD basis set

```
76
Properties=species:S:1:pos:R:3:forces:R:3:mulliken_charge:R:1
Ti -1.281363 0.472250 0.985075 -3.9298 2.3108 -0.7629 -0.13
C 1.750325 -2.640905 3.171148 1.0824 -0.2702 -0.0586 -0.74
C 2.532095 -2.017290 2.276039 0.5316 -0.2759 0.8337 -0.48
C 2.896848 -2.513096 0.895370 -0.3481 0.0219 0.0002 -0.27
C 1.827049 -3.467994 0.333672 0.4818 -0.8460 -0.4715 -1.95
C 0.471113 -2.855547 0.208828 -0.6798 -0.3733 -0.7240 0.70
C -0.450732 -2.814645 1.175195 -0.2163 -0.8184 0.0497 -0.49
C -0.412851 -3.744516 2.342475 0.3141 -0.0189 1.2394 -1.26
C 0.991925 -3.924261 2.982701 -0.4278 -0.9940 1.0474 -1.07
C -3.356889 0.577220 0.424033 0.4262 -0.6746 -0.1533 -1.01
H 1.747065 -2.291241 4.223782 -0.0114 0.1011 -0.7794 0.76
H 3.088987 -1.133353 2.633623 -0.1783 -0.4799 -0.1389 0.72
H 3.865294 -3.039636 0.928943 -0.2762 0.2133 0.0520 0.56
H 3.042785 -1.664900 0.205198 0.1490 -0.1988 0.2181 0.15
H 2.137108 -3.871556 -0.633946 0.0675 0.3818 -0.1152 0.54
H 1.808051 -4.356732 0.959407 -0.0180 0.2829 -0.3702 0.42
H 0.164134 -2.620026 -0.815155 0.2592 0.3289 0.6434 1.10
H -1.438604 -2.369068 1.037227 0.4954 -0.2529 -0.2292 0.19
H -0.753004 -4.768467 2.052306 -0.0296 0.8615 -0.0660 0.31
H -1.132713 -3.381925 3.101909 0.3525 -0.2842 -0.1542 0.40
H 0.834724 -4.321735 3.992831 -0.1583 0.0676 -0.1039 0.53
H 1.537446 -4.767171 2.507389 -0.2211 0.9128 0.3822 0.40
H -3.654624 1.146552 1.329371 0.1554 0.0492 -0.2090 0.41
H -4.007007 -0.298767 0.343459 0.2649 0.0183 0.0341 0.60
H -3.452670 1.229056 -0.471505 -0.0410 -0.5237 0.7820 0.20
P -0.706546 -0.134050 -1.316253 -0.5397 -2.9089 -4.4821 0.96
P 0.937003 2.253405 -0.350707 1.5706 1.9619 1.1325 0.02
N -1.625172 -1.703949 -1.704344 0.5560 1.4062 1.0084 1.22
N -0.933835 0.488801 -2.946114 -0.6690 0.2472 1.1963 0.87
N 0.437670 1.694114 1.491324 0.4461 -1.3341 1.0514 -0.08
N 1.973762 3.425851 0.347726 0.0021 0.2050 -0.4314 0.60
C 1.139238 -0.380385 -1.233048 0.5774 -0.3497 0.0879 0.70
C 2.023064 0.886918 -1.028615 -0.4760 -0.1035 0.7286 -1.18
C -2.555533 -2.337466 -0.872834 -0.2773 -0.6132 0.0607 -0.85
C -2.993848 -3.519839 -1.429819 0.7201 1.2207 -0.1471 -1.01
C -2.337880 -3.612238 -2.701574 0.9531 1.1566 0.2496 -0.90
C -1.492101 -2.508525 -2.839214 -0.3411 -0.7583 -0.2594 -0.41
C -2.210985 0.632943 -3.530374 0.1853 0.2786 -0.7950 -0.58
C -2.067877 0.839517 -4.896216 0.0581 -0.3738 1.4953 -0.61
C -0.666089 0.820142 -5.177154 0.4123 -0.1630 1.5160 -0.72
C 0.002912 0.617091 -3.972981 -0.1009 0.1886 -1.0619 -0.51
C -0.617828 1.984820 2.397056 0.7256 -0.3579 1.1866 -0.23
C -0.863198 0.858266 3.222170 1.8723 1.5937 -0.2945 -2.12
C 0.256933 0.011121 3.030226 -0.2706 -0.6009 -0.7190 -0.18
C 0.981262 0.487109 1.933241 0.0442 0.6829 0.2578 0.18
C 2.814980 3.399527 1.467767 0.7795 0.8013 -0.2596 -0.30
C 3.450108 4.630588 1.588076 -1.1769 -1.0012 -0.5098 -0.65
C 2.923950 5.470137 0.551582 -0.5745 -0.7369 -0.6275 -0.69
C 2.022360 4.722161 -0.182691 0.6848 0.3121 0.4713 -0.29
H 1.467038 -1.032224 -2.064777 -0.0577 0.4554 0.2294 1.09
H 1.336077 -0.957853 -0.320063 -0.6014 0.1272 -0.4820 -2.33
H 2.906696 0.685905 -0.385470 -0.4123 -0.0472 -0.5702 0.54
H 2.368066 1.246553 -2.015698 -0.1405 0.3885 0.5432 0.54
H -2.775405 -1.955979 0.109160 -0.3643 0.1345 -0.4380 0.78
H -3.686109 -4.218881 -0.972936 0.1082 0.2205 -0.2143 0.52
H -2.465994 -4.398617 -3.425831 0.0596 0.0413 -0.0908 0.49
H -0.828362 -2.211735 -3.654596 -0.3858 -0.1410 0.3008 0.45
H -3.093003 0.577468 -2.909386 0.0252 -0.0920 -0.1328 0.43
H -2.877066 0.943772 -5.615936 0.2665 0.0404 0.3196 0.47
H -0.215109 0.942616 -6.148790 0.1160 -0.0106 0.1028 0.49
H 1.057866 0.563909 -3.754849 -0.0636 -0.0423 -0.1831 0.41
H -0.994358 2.966564 2.592404 -0.3498 0.2438 -0.7442 0.91
H -1.626665 0.819517 3.980414 -0.0280 -0.0353 0.1408 0.73
H 0.526988 -0.850522 3.621559 -0.2706 -0.0346 -0.3118 0.55
H 1.942434 0.192282 1.524537 -0.5233 -0.3619 0.0522 0.51
H 2.890710 2.513685 2.066110 0.1671 -0.1274 0.1252 0.42
H 4.172098 4.920309 2.339583 -0.1635 -0.1408 -0.0502 0.47
H 3.184081 6.501969 0.360255 -0.0693 -0.1468 0.0399 0.46
H 1.391531 4.950044 -1.028688 0.1283 0.2276 0.0432 0.42
C -2.206239 4.381017 -0.818249 -0.2940 -0.4551 0.2691 -1.23
C -1.505274 3.649633 0.308265 0.9568 2.3367 1.2197 0.82
O -0.801871 4.236562 1.147409 -1.1469 -0.9078 -1.7242 -0.60
O -1.703573 2.344141 0.320234 -0.4986 -1.8183 -0.1306 -0.11
H -2.407447 5.434094 -0.567985 0.2252 -0.5183 0.0055 0.39
H -3.141881 3.837169 -1.018206 0.2784 0.3679 -0.1872 0.30
H -1.562075 4.330298 -1.705073 -0.1678 0.0029 0.0667 0.26
```
Positions in Å, forces in eV/Å.

net charge	+2
electronic energy	-3028.7270	a.u.
frontier orbital gap	4.62	eV
HOMO level	-13.6	eV

---

Q: Number 2 is which compound?
A: C29H38N3OPSc

---

Q: Which of these has the highest net charge?
A: C29H38N3OPSc

---

Q: Which formula does entry 1 have?
A: C29H38EuN6OPS4

---

Q: Which of these has the lowest net charge?
A: C29H38EuN6OPS4